[1]
{"formula": "C39H57N2O2PPd", "method": "ωB97M-V/def2-TZVPD", "symbols": ["Pd", "C", "C", "C", "C", "C", "C", "C", "C", "C", "C", "C", "C", "N", "C", "C", "C", "C", "C", "C", "C", "N", "C", "C", "C", "C", "C", "C", "C", "C", "C", "C", "C", "C", "H", "H", "H", "H", "H", "H", "H", "H", "H", "H", "H", "H", "H", "H", "H", "H", "H", "H", "H", "H", "H", "H", "H", "H", "H", "H", "H", "H", "H", "H", "H", "H", "H", "H", "H", "H", "H", "H", "H", "C", "C", "P", "C", "C", "C", "C", "H", "H", "H", "H", "H", "H", "H", "H", "H", "H", "H", "H", "H", "H", "H", "C", "O", "C", "O", "H", "H", "H"], "xyz": [[-0.150, 0.904, 0.718], [-0.153, -4.915, 0.303], [-0.672, -3.803, -0.615], [-0.935, -4.374, -2.010], [-1.906, -3.150, -0.004], [-2.933, -4.000, 0.396], [-4.036, -3.533, 1.082], [-4.115, -2.187, 1.386], [-3.138, -1.287, 0.978], [-3.329, 0.166, 1.373], [-3.181, 0.345, 2.886], [-4.679, 0.714, 0.903], [-2.035, -1.767, 0.247], [-1.030, -0.870, -0.232], [-0.710, -0.967, -1.475], [0.414, -0.397, -2.167], [0.397, -0.580, -3.571], [1.484, -0.343, -4.363], [2.688, 0.029, -3.730], [2.761, 0.197, -2.378], [1.614, 0.067, -1.529], [1.677, 0.366, -0.229], [2.922, 0.306, 0.456], [3.417, -0.962, 0.819], [4.661, -1.057, 1.434], [5.402, 0.071, 1.734], [4.881, 1.315, 1.431], [3.650, 1.461, 0.797], [3.202, 2.887, 0.525], [2.986, 3.195, -0.955], [2.014, 3.295, 1.395], [2.618, -2.231, 0.581], [3.025, -2.925, -0.723], [2.758, -3.211, 1.749], [0.821, -5.267, -0.041], [-0.827, -5.773, 0.308], [-0.052, -4.559, 1.329], [0.119, -3.058, -0.695], [-1.725, -5.127, -1.975], [-0.033, -4.850, -2.400], [-1.242, -3.607, -2.723], [-2.850, -5.059, 0.185], [-4.817, -4.213, 1.395], [-4.963, -1.822, 1.952], [-2.543, 0.756, 0.896], [-3.980, -0.179, 3.416], [-3.236, 1.402, 3.154], [-2.228, -0.048, 3.237], [-5.505, 0.163, 1.353], [-4.791, 0.647, -0.181], [-4.793, 1.759, 1.201], [-1.345, -1.596, -2.103], [-0.522, -0.946, -4.020], [1.437, -0.481, -5.434], [3.581, 0.179, -4.325], [3.701, 0.472, -1.917], [5.053, -2.031, 1.696], [6.367, -0.017, 2.216], [5.444, 2.206, 1.682], [4.039, 3.512, 0.848], [2.115, 2.676, -1.349], [3.853, 2.893, -1.544], [2.844, 4.269, -1.097], [1.107, 2.739, 1.126], [1.795, 4.360, 1.283], [2.199, 3.083, 2.447], [1.568, -1.938, 0.517], [4.087, -3.185, -0.695], [2.858, -2.294, -1.596], [2.459, -3.851, -0.860], [3.742, -3.684, 1.759], [2.022, -4.009, 1.661], [2.612, -2.712, 2.706], [-3.653, 2.358, -2.672], [-2.515, 1.533, -2.078], [-1.372, 2.421, -0.936], [-0.496, 3.504, -2.139], [0.032, 4.810, -1.553], [-2.501, 3.566, -0.037], [-1.905, 4.099, 1.265], [-4.195, 1.773, -3.417], [-3.293, 3.262, -3.167], [-4.369, 2.661, -1.908], [-1.874, 1.136, -2.869], [-2.915, 0.666, -1.548], [-1.177, 3.719, -2.966], [0.319, 2.903, -2.552], [-0.784, 5.474, -1.268], [0.647, 5.334, -2.286], [0.648, 4.635, -0.672], [-3.401, 2.990, 0.186], [-2.808, 4.380, -0.698], [-1.643, 3.277, 1.936], [-2.617, 4.744, 1.781], [-0.995, 4.675, 1.093], [0.391, -1.713, 4.028], [0.148, -1.194, 2.714], [0.323, 0.151, 2.583], [0.721, 0.822, 3.505], [0.267, -2.790, 3.950], [-0.325, -1.301, 4.739], [1.397, -1.464, 4.362]], "forces_ev_per_a": [[-0.037, -0.026, 0.074], [-0.005, 0.005, -0.010], [-0.006, -0.014, 0.014], [-0.001, -0.006, -0.008], [0.002, 0.014, -0.015], [0.007, -0.007, 0.007], [-0.002, 0.002, 0.000], [-0.001, 0.000, 0.001], [0.006, 0.002, -0.002], [-0.027, -0.024, 0.025], [-0.001, -0.004, 0.000], [-0.003, 0.004, 0.002], [-0.002, 0.009, 0.012], [-0.062, -0.090, 0.088], [0.031, -0.010, -0.015], [0.022, -0.012, -0.043], [-0.011, 0.006, 0.012], [0.029, 0.008, 0.012], [-0.013, -0.015, -0.034], [-0.013, -0.013, 0.049], [0.045, 0.001, -0.052], [-0.056, 0.014, -0.037], [0.000, 0.016, -0.018], [0.031, -0.054, 0.024], [-0.008, 0.017, 0.006], [-0.017, 0.003, -0.009], [0.005, -0.017, 0.009], [0.017, 0.047, -0.022], [-0.020, -0.018, 0.037], [0.024, 0.018, -0.010], [0.009, -0.038, 0.042], [0.004, -0.008, -0.023], [-0.003, -0.008, -0.006], [0.009, 0.012, 0.001], [-0.009, 0.002, 0.001], [0.007, 0.004, 0.005], [-0.005, -0.003, -0.006], [0.000, 0.019, 0.005], [0.003, 0.004, 0.000], [-0.006, 0.005, 0.001], [0.001, -0.009, 0.004], [-0.003, 0.006, 0.002], [0.001, 0.003, -0.004], [0.001, -0.001, -0.003], [0.037, 0.041, -0.048], [-0.002, -0.001, -0.003], [0.002, -0.006, 0.001], [-0.013, 0.003, 0.000], [-0.003, 0.003, 0.004], [0.007, -0.001, -0.010], [0.000, -0.020, 0.003], [-0.002, 0.001, -0.009], [0.004, 0.001, 0.006], [0.008, 0.003, 0.004], [-0.007, -0.002, 0.002], [-0.001, -0.002, 0.000], [-0.005, -0.002, -0.001], [-0.008, 0.001, -0.007], [-0.004, -0.005, 0.002], [0.006, 0.002, 0.004], [0.001, 0.004, 0.014], [-0.003, 0.005, 0.004], [0.010, -0.013, -0.005], [0.007, 0.094, -0.050], [0.003, -0.004, 0.001], [0.008, 0.001, 0.002], [0.005, 0.009, -0.001], [-0.004, -0.002, -0.002], [0.005, -0.007, 0.005], [0.007, 0.014, 0.008], [0.004, 0.000, 0.004], [0.009, 0.005, -0.009], [0.000, 0.000, -0.005], [-0.004, -0.002, -0.003], [-0.026, 0.017, 0.004], [0.049, 0.025, -0.038], [-0.019, 0.008, 0.000], [-0.001, 0.003, 0.017], [0.010, -0.002, 0.017], [0.001, 0.002, -0.009], [-0.001, 0.002, 0.004], [-0.001, -0.008, 0.001], [0.001, 0.003, -0.004], [-0.011, 0.006, 0.001], [-0.001, 0.002, 0.023], [0.005, 0.004, 0.001], [-0.003, -0.005, -0.002], [-0.007, -0.003, -0.003], [-0.005, 0.003, -0.002], [-0.022, -0.001, -0.011], [0.012, 0.010, -0.019], [-0.003, 0.011, -0.007], [0.004, -0.009, 0.006], [0.003, -0.006, -0.001], [-0.001, 0.002, -0.005], [0.010, -0.002, -0.014], [-0.038, 0.040, 0.003], [0.071, -0.098, -0.001], [-0.034, 0.034, 0.000], [0.001, -0.003, 0.005], [-0.003, 0.006, 0.006], [0.002, -0.005, 0.004]], "s2": 2.008, "orbital_gap_ev": [7.342, 6.471], "e_homo_ev": [-7.11, -7.07], "e_tot_ev": -61212.1346, "multiplicity": 3}


[2]
{"formula": "C39H57N6O24", "method": "ωB97M-V/def2-TZVPD", "symbols": ["C", "N", "C", "N", "C", "N", "C", "N", "C", "C", "C", "N", "N", "C", "C", "C", "C", "C", "C", "C", "C", "H", "H", "H", "H", "H", "H", "H", "H", "H", "H", "H", "H", "H", "H", "H", "H", "H", "H", "H", "H", "H", "H", "H", "H", "H", "C", "C", "O", "C", "O", "O", "H", "H", "H", "H", "C", "C", "O", "C", "O", "O", "H", "H", "H", "H", "C", "C", "O", "C", "O", "O", "H", "H", "H", "H", "C", "C", "O", "C", "O", "O", "H", "H", "H", "H", "C", "C", "O", "C", "O", "O", "H", "H", "H", "H", "C", "C", "O", "C", "O", "O", "H", "H", "H", "H", "C", "C", "O", "C", "O", "O", "H", "H", "H", "H", "C", "C", "O", "C", "O", "O", "H", "H", "H", "H"], "xyz": [[-5.043, 3.348, 1.703], [-3.743, 4.057, 1.649], [-2.923, 3.809, 2.814], [-1.612, 3.213, 2.504], [-0.447, 3.585, 3.032], [0.566, 2.852, 2.636], [0.022, 1.964, 1.783], [0.697, 1.018, 1.152], [2.103, 0.732, 1.418], [2.343, -0.316, 2.522], [1.198, -0.547, 3.501], [1.444, -1.779, 4.249], [-1.313, 2.150, 1.682], [-2.294, 1.346, 0.953], [-1.842, 0.925, -0.418], [-1.889, 1.879, -1.437], [-1.572, 1.539, -2.740], [-1.192, 0.238, -3.052], [-1.102, -0.694, -2.032], [-1.424, -0.378, -0.710], [-1.244, -1.456, 0.330], [-5.605, 3.543, 0.797], [-4.877, 2.278, 1.782], [-5.625, 3.630, 2.580], [-3.984, 5.039, 1.663], [-2.655, 4.747, 3.292], [-3.431, 3.207, 3.567], [-0.384, 4.401, 3.732], [0.219, 0.422, 0.500], [2.486, 0.325, 0.485], [2.641, 1.658, 1.586], [2.615, -1.276, 2.086], [3.199, 0.002, 3.113], [1.139, 0.292, 4.196], [0.231, -0.587, 2.985], [1.235, -2.557, 3.632], [0.790, -1.841, 5.019], [-2.522, 0.481, 1.573], [-3.207, 1.909, 0.852], [-2.210, 2.892, -1.231], [-1.642, 2.264, -3.536], [-0.970, -0.029, -4.072], [-0.790, -1.705, -2.258], [-1.652, -2.411, 0.025], [-0.174, -1.621, 0.486], [-1.650, -1.212, 1.307], [2.926, 0.694, -2.882], [4.122, -0.134, -3.312], [3.514, -1.405, -3.597], [2.207, -1.203, -3.879], [1.469, -2.028, -4.313], [1.852, 0.066, -3.591], [2.994, 1.743, -3.156], [2.727, 0.613, -1.812], [4.585, 0.242, -4.224], [4.882, -0.249, -2.545], [-2.118, -5.644, 1.226], [-1.969, -6.228, 2.620], [-0.694, -5.714, 3.029], [-0.435, -4.598, 2.325], [0.456, -3.839, 2.536], [-1.337, -4.444, 1.326], [-3.143, -5.405, 0.960], [-1.681, -6.281, 0.456], [-2.729, -5.861, 3.310], [-1.957, -7.314, 2.640], [-1.889, 6.381, -5.317], [-2.244, 5.073, -4.634], [-0.964, 4.431, -4.533], [-0.005, 5.385, -4.561], [1.147, 5.186, -4.346], [-0.533, 6.581, -4.891], [-2.504, 7.219, -5.006], [-1.905, 6.302, -6.405], [-2.643, 5.219, -3.628], [-2.927, 4.454, -5.209], [2.450, 4.605, -8.731], [1.315, 4.977, -7.798], [0.285, 5.366, -8.712], [0.521, 4.764, -9.906], [-0.241, 4.742, -10.813], [1.746, 4.185, -9.905], [3.073, 3.796, -8.360], [3.081, 5.459, -8.983], [0.958, 4.126, -7.213], [1.555, 5.797, -7.126], [-1.625, 0.418, 8.230], [-0.885, -0.487, 9.196], [-0.892, -1.736, 8.493], [-1.034, -1.492, 7.175], [-0.907, -2.315, 6.326], [-1.336, -0.190, 6.961], [-1.273, 1.445, 8.242], [-2.704, 0.400, 8.387], [0.149, -0.180, 9.353], [-1.380, -0.596, 10.157], [5.807, -4.561, -1.342], [5.590, -3.573, -2.472], [6.470, -2.502, -2.111], [7.446, -3.001, -1.306], [8.410, -2.400, -0.969], [7.152, -4.271, -0.944], [5.718, -5.599, -1.648], [5.146, -4.377, -0.493], [5.899, -3.977, -3.437], [4.572, -3.210, -2.545], [-0.293, -0.273, -7.709], [-1.291, -0.866, -8.686], [-2.389, -1.194, -7.827], [-2.325, -0.418, -6.727], [-3.173, -0.338, -5.900], [-1.150, 0.258, -6.688], [0.313, 0.521, -8.138], [0.357, -1.026, -7.261], [-1.630, -0.142, -9.428], [-0.931, -1.758, -9.189], [0.221, -5.114, 10.635], [-0.857, -5.111, 9.570], [-2.033, -5.419, 10.327], [-1.819, -5.060, 11.615], [-2.653, -5.020, 12.456], [-0.514, -4.740, 11.805], [1.017, -4.399, 10.450], [0.654, -6.103, 10.791], [-0.986, -4.131, 9.113], [-0.700, -5.855, 8.794]], "forces_ev_per_a": [[0.393, -0.115, 0.241], [-0.504, -0.019, 0.483], [-0.183, 0.025, -0.258], [0.342, 0.262, 0.096], [-0.061, -0.106, 0.016], [0.115, 0.165, 0.049], [-0.107, -0.207, 0.041], [0.266, 0.231, -0.069], [0.100, -0.459, -0.178], [-0.021, 0.255, 0.245], [-0.092, -0.255, 0.214], [0.114, 0.470, -0.044], [-0.093, 0.140, -0.211], [-0.158, -0.609, 0.203], [0.117, 0.132, -0.283], [-0.019, -0.147, -0.267], [-0.035, -0.129, -0.117], [-0.056, 0.074, 0.469], [-0.053, 0.051, -0.132], [-0.201, -0.077, -0.016], [0.249, 0.209, 0.039], [-0.065, 0.076, -0.080], [-0.022, -0.124, -0.096], [-0.177, 0.116, -0.013], [0.300, 0.117, -0.361], [0.103, 0.047, 0.110], [-0.012, -0.283, -0.090], [0.007, 0.105, 0.013], [-0.166, 0.106, -0.016], [0.092, 0.072, -0.118], [-0.128, 0.168, 0.215], [-0.076, -0.084, -0.132], [0.177, -0.079, -0.029], [-0.002, 0.086, 0.090], [-0.042, 0.044, -0.182], [0.157, 0.033, 0.320], [0.002, -0.109, -0.038], [-0.048, -0.056, 0.031], [0.046, 0.368, 0.014], [-0.036, 0.042, 0.188], [0.030, 0.140, 0.021], [0.049, -0.071, -0.072], [0.036, -0.074, -0.052], [-0.113, -0.039, -0.154], [0.052, -0.205, 0.084], [-0.086, -0.038, 0.051], [0.091, 0.071, 0.007], [0.084, 0.083, 0.049], [-0.004, 0.044, -0.022], [0.023, 0.074, 0.050], [-0.052, -0.052, -0.037], [0.015, 0.080, -0.043], [-0.097, -0.020, -0.089], [0.005, -0.012, 0.030], [-0.029, 0.002, -0.018], [-0.025, -0.144, 0.001], [-0.013, -0.142, 0.048], [-0.143, -0.046, -0.039], [0.069, 0.082, -0.013], [-0.281, -0.174, -0.068], [-0.023, -0.184, -0.275], [0.013, -0.049, 0.014], [0.032, 0.138, 0.024], [0.021, -0.003, 0.015], [0.013, 0.025, -0.005], [0.147, 0.004, 0.026], [-0.108, -0.022, -0.073], [-0.103, 0.035, -0.062], [-0.099, 0.020, 0.046], [0.033, -0.007, -0.113], [0.062, -0.044, 0.038], [-0.024, 0.028, 0.007], [0.107, 0.050, 0.075], [0.019, -0.028, 0.000], [0.023, 0.028, 0.003], [0.102, -0.087, -0.028], [0.023, 0.027, 0.053], [0.070, 0.011, 0.165], [-0.010, 0.024, 0.049], [0.032, -0.022, 0.051], [-0.054, -0.012, -0.051], [0.040, -0.012, 0.010], [-0.051, -0.080, -0.087], [-0.028, 0.018, -0.011], [0.041, -0.025, -0.008], [-0.084, 0.071, -0.059], [-0.026, 0.067, 0.087], [-0.005, 0.099, 0.082], [0.017, 0.026, 0.076], [0.005, -0.017, 0.139], [-0.070, 0.061, -0.110], [-0.005, -0.025, 0.013], [0.061, -0.026, -0.124], [0.003, -0.028, 0.005], [0.002, 0.007, -0.037], [-0.039, -0.130, -0.034], [-0.028, 0.033, 0.018], [-0.087, -0.210, -0.034], [-0.081, 0.022, -0.007], [-0.030, -0.040, 0.001], [0.046, 0.046, 0.020], [-0.029, -0.021, -0.005], [0.157, -0.017, 0.008], [-0.006, 0.021, -0.007], [0.035, 0.014, 0.004], [0.008, 0.096, 0.016], [0.116, -0.030, -0.044], [0.077, 0.038, -0.069], [-0.002, -0.013, -0.039], [0.014, -0.051, -0.051], [-0.024, 0.075, 0.107], [0.040, 0.000, -0.017], [-0.073, 0.092, 0.064], [-0.031, -0.023, 0.008], [-0.001, 0.018, 0.018], [-0.080, -0.077, 0.079], [0.039, -0.024, -0.055], [0.091, 0.026, -0.104], [0.021, -0.038, -0.027], [0.031, 0.034, -0.031], [-0.052, 0.007, 0.044], [0.046, -0.002, -0.014], [-0.046, 0.076, 0.090], [-0.029, -0.014, 0.008], [0.034, 0.012, -0.012], [-0.126, -0.083, 0.054]], "orbital_gap_ev": 8.457, "charge": 1, "e_homo_ev": -10.63, "e_tot_ev": -99442.7794}